C16H10BrF3NO4S2 | wB97M-V/def2-TZVPD

```
37
Properties=species:S:1:pos:R:3:forces:R:3:nbo_charge:R:1
Br 1.210 0.055 1.425 0.70 -0.50 0.38 0.0436
C -0.224 1.228 1.574 -1.99 2.47 1.13 -1.0495
S 0.076 2.956 1.939 0.64 -1.56 0.79 2.1207
C 1.639 2.976 2.790 0.03 0.07 -0.23 -0.2313
C 1.724 3.031 4.187 0.06 -0.04 -0.51 -0.2266
C 2.962 2.791 4.774 -0.44 0.22 0.14 -0.2250
C 4.072 2.495 3.996 -0.12 -0.03 -0.07 -0.2305
C 3.964 2.473 2.617 0.02 0.23 -0.47 -0.2071
C 2.751 2.738 1.996 0.12 0.23 0.22 -0.2275
O 0.212 3.719 0.724 0.14 0.39 -0.29 -0.9704
O -0.840 3.455 2.966 -0.55 -0.20 -0.52 -1.0104
H -0.964 1.006 2.378 0.89 -0.53 -0.39 0.2075
H 0.837 3.279 4.775 0.30 -0.21 -0.26 0.2388
H 3.035 2.862 5.851 0.15 -0.08 0.04 0.2013
H 5.019 2.287 4.462 0.23 -0.03 0.14 0.2014
H 4.813 2.277 1.978 0.24 -0.08 0.14 0.2024
H 2.650 2.791 0.908 0.07 -0.17 0.43 0.2428
F 0.800 -2.466 -3.387 -0.85 0.44 0.07 -0.3487
C -0.238 -1.741 -2.856 0.90 -0.04 0.59 0.8236
F -0.683 -0.875 -3.791 0.18 -0.81 0.38 -0.3249
F -1.243 -2.610 -2.564 0.79 0.71 -0.55 -0.3283
S 0.419 -0.878 -1.329 -2.80 -0.68 -1.60 0.4316
N -1.251 -0.296 -1.083 2.83 -1.14 0.11 -0.6324
C -2.100 -0.939 -0.133 0.13 -0.21 -0.11 0.7045
O -2.005 -2.084 0.272 -0.18 1.67 -0.65 -0.5468
C -2.995 0.180 0.275 -0.53 -0.64 0.03 -0.1337
C -2.587 1.364 -0.317 -0.13 0.18 1.20 -0.1212
C -2.792 2.555 0.360 -0.67 0.04 -0.22 -0.1332
C -3.324 2.473 1.674 -0.12 0.18 -0.67 -0.1927
C -3.948 1.298 2.131 0.91 -0.16 -0.09 -0.2194
C -3.835 0.129 1.373 0.48 0.01 -0.03 -0.1717
C -1.453 1.089 -1.229 0.49 1.48 -1.33 0.7046
O -0.828 1.845 -1.970 -1.26 -1.71 1.58 -0.5351
H -2.457 3.450 -0.176 0.17 -0.10 0.98 0.2479
H -3.092 3.281 2.367 -0.55 -0.02 -0.29 0.2551
H -4.248 1.179 3.175 -0.28 0.41 -0.40 0.2168
H -4.168 -0.856 1.685 -0.01 0.23 0.35 0.2238
```
Forces are in eV/Å.

Results
Net charge: -1
Total energy, Eh: -4641.41111
Energy above the lowest of the compared OMol25 structures with the same formula, charge and spin, kJ/mol: 16.4
Max |F|, Eh/bohr: 0.066
E_LUMO, eV: 2.48
Kohn-Sham gap, eV: 6.27
HOMO energy, eV: -3.79

C16H10BrIrN3O4 | wB97M-V/def2-TZVPD

```
35
Properties=species:S:1:pos:R:3:forces:R:3:nbo_charge:R:1
Ir 0.374 0.038 -1.545 -0.03 1.11 1.60 1.5255
Br 3.784 -5.107 2.464 0.05 -0.13 0.11 0.2276
C 3.211 -3.797 1.285 0.03 0.09 -0.17 -0.0847
C 3.803 -3.702 0.012 -0.04 -0.02 0.05 -0.1365
C 3.404 -2.734 -0.881 0.18 0.07 -0.05 -0.2250
C 2.383 -1.860 -0.517 -0.24 0.61 -0.09 0.4084
O 2.010 -0.901 -1.371 0.43 -1.55 -0.70 -0.5408
C 1.788 -1.932 0.763 -0.16 -0.07 -0.06 -0.1802
C 0.796 -0.990 1.173 0.04 -0.13 0.18 0.2145
N 0.244 -0.080 0.437 -0.05 0.32 0.50 -0.4149
C -0.794 0.784 0.955 0.16 -0.14 -0.04 0.0599
C -1.428 0.674 2.165 0.02 0.03 0.07 -0.1420
C -2.389 1.638 2.536 0.01 -0.03 -0.01 -0.1785
C -2.697 2.689 1.714 -0.03 0.04 0.05 -0.1079
C -2.089 2.795 0.443 -0.04 -0.04 -0.02 -0.1108
C -2.359 3.809 -0.505 -0.01 0.02 0.03 -0.0240
C -1.765 3.776 -1.743 0.05 0.08 0.01 -0.2550
C -0.911 2.723 -2.065 -0.01 -0.05 0.14 0.1376
N -0.615 1.771 -1.181 -0.77 0.25 -0.32 -0.5297
C -1.174 1.804 0.072 0.26 0.03 -0.18 0.2297
C 2.218 -2.911 1.663 -0.02 0.06 -0.01 -0.1526
H 4.585 -4.399 -0.258 -0.01 0.00 -0.02 0.2676
H 3.849 -2.639 -1.863 0.04 -0.04 0.03 0.2658
H 0.478 -1.043 2.208 0.03 -0.01 0.03 0.2310
H -1.220 -0.138 2.848 0.00 0.05 0.03 0.2392
H -2.884 1.536 3.492 0.02 0.01 0.00 0.2608
H -3.422 3.432 2.018 0.01 0.01 0.02 0.2544
H -3.039 4.611 -0.244 -0.03 -0.03 -0.02 0.2599
H -1.964 4.535 -2.486 0.01 0.02 0.02 0.2727
H -0.466 2.638 -3.049 -0.05 -0.04 -0.01 0.2447
H 1.780 -2.981 2.651 0.01 0.03 -0.01 0.2527
O -0.977 -1.368 -1.642 -0.18 -0.24 -0.50 -0.3828
N -1.439 -1.045 -2.854 0.04 0.20 -0.58 0.7126
O -2.299 -1.606 -3.395 0.12 0.04 0.27 -0.1400
O -0.781 -0.020 -3.302 0.15 -0.56 -0.33 -0.4593
```
Forces are in eV/Å.

Results
Net charge: +2
<S²>: 0.805
Total energy, Eh: -3758.51262
Energy above the lowest of the compared OMol25 structures with the same formula, charge and spin, kJ/mol: 62.2
2S+1: 2
Max |F|, Eh/bohr: 0.038
E_LUMO (alpha / beta), eV: -9.01 / -9.77
Kohn-Sham gap (alpha / beta), eV: 6.06 / 5.16
HOMO energy (alpha / beta), eV: -15.07 / -14.93

C16H10BrNO2 | wB97M-V/def2-TZVPD

```
30
Properties=species:S:1:pos:R:3:forces:R:3:nbo_charge:R:1
O 1.398 -1.272 -3.235 0.33 -2.51 -3.38 -0.5707
C 0.920 -0.583 -2.414 2.73 0.60 2.68 0.6903
C 1.477 -0.749 -1.011 0.37 -0.57 2.40 -0.5306
C 0.325 -0.744 -0.022 -2.55 1.59 -0.25 -0.0679
C -0.717 0.205 0.033 2.50 -0.40 0.40 0.2984
O -1.485 0.031 1.197 0.24 -0.43 0.05 -0.4506
C -1.007 -1.133 1.833 0.45 0.74 -3.61 0.3346
C -1.414 -1.844 2.880 -2.41 -2.09 4.11 -0.2652
C -0.836 -3.126 3.200 -0.53 -0.80 0.68 -0.2429
C 0.171 -3.666 2.430 0.15 1.12 -0.83 -0.0691
Br 0.939 -5.387 2.897 -0.36 1.04 -0.43 0.0493
C 0.590 -2.900 1.327 -0.19 -0.93 0.58 -0.2223
C -0.042 -1.707 1.001 2.26 0.12 0.22 -0.0985
C -0.662 1.523 -0.719 0.10 -0.17 3.42 -0.0972
C -0.901 2.698 0.070 0.46 -2.52 -0.81 -0.1631
C -0.530 3.933 -0.298 0.24 -1.49 -3.11 -0.2137
C 0.022 4.063 -1.577 0.14 -0.38 1.20 -0.1842
C 0.319 2.905 -2.304 1.31 2.03 -1.71 -0.2578
C 0.046 1.598 -1.908 -2.08 2.03 2.19 0.2066
N 0.154 0.470 -2.657 -1.10 0.95 -3.18 -0.6349
H 1.903 -1.811 -0.904 -0.23 1.75 -0.68 0.2542
H 2.354 0.031 -0.727 -2.18 -1.59 -0.78 0.2558
H -2.268 -1.559 3.561 1.05 0.01 -0.98 0.2363
H -1.148 -3.885 3.997 -0.22 2.02 -0.76 0.2395
H 1.375 -3.292 0.731 0.61 -0.12 -0.63 0.2204
H -1.266 2.547 1.031 -0.89 -0.35 1.51 0.2157
H -0.784 4.730 0.269 -0.44 2.52 1.78 0.2102
H 0.272 5.096 -1.822 0.22 -0.59 -0.84 0.2217
H 0.884 3.172 -3.219 -0.49 -0.91 0.23 0.2217
H -0.089 0.657 -3.640 0.51 -0.68 0.51 0.4140
```
Forces are in eV/Å.

Results
Net charge: 0
Total energy, Eh: -3394.90583
Max |F|, Eh/bohr: 0.101
E_LUMO, eV: 0.00
Kohn-Sham gap, eV: 8.18
HOMO energy, eV: -8.17

C16H10Cl3IN5O3SZr | wB97M-V/def2-TZVPD

```
40
Properties=species:S:1:pos:R:3:forces:R:3:nbo_charge:R:1
Zr -0.040 -0.442 0.392 0.27 -0.91 -0.02 2.3554
S -0.051 5.486 5.168 0.01 -0.06 -0.04 1.1092
N -0.036 3.909 5.457 -0.01 -0.08 0.20 -0.5660
C -0.018 3.296 4.285 0.00 0.49 -0.28 0.0747
C -0.005 1.876 4.076 0.02 -0.40 -0.25 -0.0454
C -0.011 0.943 5.124 0.00 -0.01 -0.11 -0.0196
C -0.002 -0.407 4.834 0.00 0.01 -0.07 -0.2231
C 0.005 -0.810 3.508 0.00 -0.17 0.12 0.0990
N 0.013 0.067 2.491 -0.04 0.17 -0.03 -0.6224
C 0.015 1.410 2.753 -0.04 0.19 0.46 0.1672
C 0.026 2.332 1.630 -0.02 0.42 0.00 0.2312
N 0.049 1.803 0.374 0.01 0.26 0.18 -0.6334
C 0.050 2.628 -0.677 0.01 0.02 -0.04 0.0948
C 0.030 4.013 -0.547 0.00 -0.02 0.03 -0.2100
C 0.007 4.565 0.715 0.00 -0.12 -0.03 -0.0505
C 0.006 3.719 1.835 0.02 -0.29 -0.32 -0.0757
C -0.015 4.199 3.188 0.00 -0.21 0.52 0.1604
N -0.031 5.466 3.565 -0.01 0.20 -0.12 -0.5830
H -0.024 1.301 6.146 0.00 0.00 0.01 0.2808
H -0.006 -1.151 5.618 0.00 -0.01 -0.01 0.2784
H 0.003 -1.859 3.238 0.00 0.02 0.04 0.2418
H 0.067 2.172 -1.662 -0.01 0.02 0.01 0.2243
H 0.030 4.632 -1.433 0.00 0.00 -0.01 0.2760
H -0.010 5.637 0.865 0.00 0.01 -0.01 0.2804
N 3.362 -2.345 0.038 -0.14 0.20 -0.08 -0.6714
C 3.156 -1.067 -0.026 0.37 -0.24 -0.14 0.7258
O 1.949 -0.602 0.039 -0.43 0.18 -0.02 -0.8117
C 4.262 -0.076 -0.179 0.10 -0.07 0.01 -0.6771
I 6.230 -0.879 -0.337 -0.21 0.11 0.02 0.2672
H 2.589 -2.998 0.098 0.01 -0.01 0.04 0.4438
H 4.314 -2.698 -0.032 0.02 0.00 0.01 0.4564
H 4.223 0.599 0.677 0.03 -0.03 0.01 0.2789
H 4.044 0.518 -1.067 0.05 -0.03 -0.02 0.2824
Cl -3.748 -2.469 -2.152 -0.06 0.02 0.39 0.3948
C -3.682 -2.041 -0.569 0.18 0.03 -0.11 -0.0026
Cl -0.230 -2.843 0.358 0.03 0.41 0.16 -0.4422
Cl -4.244 -3.011 0.627 0.09 0.19 -0.33 0.3987
C -3.246 -0.606 -0.218 -1.01 0.05 0.18 0.7309
O -4.192 0.113 -0.127 0.12 -0.13 -0.12 -0.4004
O -2.002 -0.322 -0.026 0.64 -0.17 -0.24 -0.8183
```
Forces are in eV/Å.

Results
Net charge: +3
Total energy, Eh: -3237.93648
Energy above the lowest of the compared OMol25 structures with the same formula, charge and spin, kJ/mol: 10.2
Max |F|, Eh/bohr: 0.020
E_LUMO, eV: -11.22
Kohn-Sham gap, eV: 6.01
HOMO energy, eV: -17.23

C16H10CuF2N2OS | wB97M-V/def2-TZVPD

```
33
Properties=species:S:1:pos:R:3:forces:R:3:nbo_charge:R:1
Cu 0.584 -1.569 -1.349 -0.20 -0.02 0.54 0.6921
F -3.667 -4.865 -1.513 -0.60 -0.45 -0.50 -0.3484
C -3.210 -3.645 -1.168 1.82 -0.47 0.25 0.4059
C -1.889 -3.331 -1.503 -1.98 2.26 1.84 -0.3641
C -1.295 -2.167 -0.964 0.81 0.10 0.19 -0.3458
C -2.043 -1.413 -0.029 -2.18 0.12 -1.04 -0.2355
C -3.402 -1.769 0.177 1.78 1.07 0.38 0.4420
F -4.183 -1.029 0.984 -0.20 0.24 0.47 -0.3358
C -3.970 -2.890 -0.309 -0.89 -0.95 -0.09 -0.4170
C -1.622 -0.116 0.539 2.54 0.72 1.17 0.2229
C -0.309 -0.030 1.139 -0.50 -0.57 -0.33 -0.2261
C 0.067 1.081 1.897 -0.62 -0.74 -1.75 -0.2087
C -0.794 2.178 1.848 0.41 0.34 1.36 -0.2788
C -1.954 2.087 1.106 0.39 0.50 0.00 0.0162
N -2.380 0.971 0.505 -0.57 0.35 -0.28 -0.4258
H -1.334 -3.870 -2.175 0.95 -1.62 -1.50 0.2064
H -4.925 -3.200 0.113 0.10 -0.05 -0.49 0.2248
H 0.360 -0.879 0.900 -0.31 0.57 0.74 0.2387
H 1.056 1.147 2.313 0.17 -0.06 0.37 0.2137
H -0.569 3.059 2.493 -0.24 -0.51 -0.94 0.2004
H -2.469 3.048 0.951 -0.45 -0.76 0.00 0.1747
O 1.143 0.431 -1.769 -0.69 -0.43 -0.41 -0.6352
N 2.159 0.914 -1.152 1.43 0.78 0.15 0.0344
C 2.383 2.278 -1.296 -2.30 -1.16 0.00 0.0025
C 3.402 2.870 -0.642 0.27 -1.11 1.18 -0.3018
C 4.236 2.078 0.177 1.67 1.21 0.41 -0.2012
C 4.085 0.708 0.257 0.44 0.99 -0.12 -0.2588
C 3.025 0.097 -0.424 -0.71 -0.27 -0.38 0.0098
S 2.760 -1.597 -0.318 -0.34 0.20 -0.43 -0.3860
H 1.490 2.783 -1.767 1.45 -0.61 0.32 0.2332
H 3.410 3.913 -0.531 0.29 1.28 -0.30 0.2131
H 5.070 2.666 0.707 -1.28 -1.35 -0.64 0.2047
H 4.785 0.063 0.802 -0.46 0.38 -0.16 0.2335
```
Forces are in eV/Å.

Results
Net charge: -1
Total energy, Eh: -3038.85663
Energy above the lowest of the compared OMol25 structures with the same formula, charge and spin, kJ/mol: 24.9
Max |F|, Eh/bohr: 0.068
E_LUMO, eV: 2.95
Kohn-Sham gap, eV: 7.11
HOMO energy, eV: -4.15

C16H11BrN2PdSSe | wB97M-V/def2-TZVPD

```
33
Properties=species:S:1:pos:R:3:forces:R:3:nbo_charge:R:1
Pd -0.177 1.003 1.113 2.01 -1.12 0.36 0.6967
Br -0.819 -1.471 0.530 0.88 -0.05 -0.25 0.1160
C 0.885 -1.741 -0.375 -0.39 -0.25 -0.10 -0.0063
C 1.036 -2.892 -1.097 -0.36 0.26 0.32 -0.2527
C 2.258 -3.157 -1.729 0.34 0.12 -0.06 -0.1953
C 3.292 -2.272 -1.604 -0.10 -0.20 -0.13 -0.1968
C 3.149 -1.075 -0.874 -0.31 0.16 0.29 0.0287
C 4.215 -0.163 -0.745 0.11 0.24 0.08 -0.2028
C 4.078 0.978 -0.005 0.10 -0.36 -0.10 -0.1963
C 2.850 1.287 0.608 -0.74 0.03 0.28 -0.2589
C 1.767 0.450 0.473 -0.99 0.89 -0.35 -0.0335
C 1.903 -0.769 -0.242 -0.11 -0.11 0.01 -0.1858
H 0.225 -3.600 -1.176 -0.10 -0.05 0.03 0.2296
H 2.372 -4.065 -2.302 0.03 -0.05 -0.02 0.2215
H 4.247 -2.475 -2.066 0.08 -0.03 -0.06 0.2169
H 5.146 -0.387 -1.246 0.09 -0.02 0.00 0.2125
H 4.911 1.659 0.099 0.03 0.05 0.02 0.2207
H 2.774 2.204 1.186 -0.13 -0.07 -0.16 0.2331
Se -3.285 0.668 4.481 -1.45 -0.16 0.45 -0.2508
C -1.739 0.857 3.708 1.63 0.25 -0.26 0.0454
N -0.684 1.035 3.229 -0.42 -0.15 0.30 -0.6645
S -0.961 3.149 0.482 0.49 0.19 -0.09 -0.1346
C -2.118 1.933 0.121 -1.34 0.61 -0.60 0.0065
N -3.074 1.612 1.062 0.80 0.07 -0.61 -0.5076
C -4.100 0.771 0.823 -0.39 -0.17 0.05 0.0662
C -4.305 0.256 -0.420 0.35 0.14 -0.24 -0.2757
C -3.412 0.617 -1.455 -0.11 -0.04 0.35 -0.1331
C -2.347 1.432 -1.195 0.04 0.00 0.25 -0.2377
H -2.956 2.005 1.996 -0.09 -0.14 0.02 0.4709
H -4.739 0.552 1.666 0.08 0.06 0.11 0.2530
H -5.140 -0.393 -0.617 -0.10 -0.07 0.08 0.2378
H -3.583 0.248 -2.456 0.02 0.00 -0.09 0.2291
H -1.667 1.744 -1.975 0.04 -0.05 0.11 0.2478
```
Forces are in eV/Å.

Results
Net charge: 0
Total energy, Eh: -6227.27439
Energy above the lowest of the compared OMol25 structures with the same formula, charge and spin, kJ/mol: 97.7
Max |F|, Eh/bohr: 0.045
E_LUMO (alpha / beta), eV: -1.69 / -1.92
Kohn-Sham gap (alpha / beta), eV: 5.93 / 5.72
HOMO energy (alpha / beta), eV: -7.63 / -7.64